(1)
Below is a molecular structure, C9H6O2 in a non-equilibrium geometry, with properties calculated with wB97M-V/def2-TZVPD.

ORCA input file:
```
! RIJCOSX wB97M-V def2-TZVPD def2/J DEFGRID3
* xyz 0 1
C -0.718 -1.966 -2.106
C -0.199 -0.683 -1.398
C 1.138 -0.341 -1.430
C 1.792 0.508 -0.470
C 0.800 0.747 0.531
C 0.145 1.537 2.560
C -1.016 0.919 2.052
C -0.561 0.305 0.736
C -1.130 -0.394 -0.427
H -1.463 -2.754 -1.201
H 1.510 -0.632 -2.308
H 2.787 1.017 -0.504
H 0.171 2.314 3.488
H -2.003 0.958 2.492
H -2.364 -0.567 -0.614
O -0.075 -2.648 -2.986
O 1.185 1.680 1.585
*
```

As for the electronic energy: -13520.23439 eV. The calculation puts the strongest force on any atom at 6.30 eV/Å. As for the HOMO-LUMO gap: 8.9440 eV. As for the relative energy (zero: lowest compared OMol25 entry of this formula, charge and spin): 4.663 eV. Its HOMO energy is -8.91 eV.

These are the Löwdin partial charges, in e, on atoms 1 to 2:
1. C -0.1600
2. C -0.2625



(2)
Below is a single C9H9N molecule in a non-equilibrium geometry, with properties calculated with wB97M-V/def2-TZVPD.

ORCA input file:
```
! RIJCOSX wB97M-V def2-TZVPD def2/J DEFGRID3
* xyz 0 1
C 3.215 1.081 -0.322
N 3.634 -0.082 -0.074
C 2.171 -0.146 -0.295
C 1.034 -1.221 0.777
C -0.245 -0.458 0.481
C -0.810 -0.869 -0.699
C -2.057 -0.385 -1.133
C -2.544 0.675 -0.474
C -1.957 1.155 0.730
C -0.720 0.644 1.152
H 3.035 2.142 -0.112
H 1.905 -0.520 -1.359
H 1.539 -1.130 1.716
H 1.002 -2.223 0.289
H -0.349 -1.689 -1.124
H -2.554 -0.883 -2.007
H -3.514 1.016 -0.809
H -2.533 1.928 1.173
H -0.251 0.963 2.090
*
```

As for the electronic energy: -10963.88307 eV. Its structure (SMILES) is C1=N[C@H]1Cc1ccccc1. The calculation puts the strongest force on any atom at 5.43 eV/Å. As for the HOMO-LUMO gap: 9.3929 eV. As for the relative energy (zero: lowest compared OMol25 entry of this formula, charge and spin): 4.557 eV. Its HOMO energy is -8.58 eV.

These are the Löwdin partial charges, in e, on atoms 1 to 2:
1. C -0.0393
2. N 0.0427



(3)
Below is a molecular structure, ClH4N2OP in a non-equilibrium geometry, with properties calculated with wB97M-V/def2-TZVPD.

ORCA input file:
```
! RIJCOSX wB97M-V def2-TZVPD def2/J DEFGRID3
* xyz 0 1
N 0.540 1.149 -1.421
N 0.259 -1.083 0.744
O -1.329 0.646 0.817
P -0.918 -0.398 -0.332
Cl 0.627 -2.841 0.475
H 1.322 0.624 -1.727
H 0.862 1.419 -0.497
H -0.051 -0.958 1.709
H -1.313 1.441 0.231
*
```

As for the electronic energy: -26901.52915 eV. The calculation puts the strongest force on any atom at 3.93 eV/Å. As for the HOMO-LUMO gap: 8.8283 eV. As for the relative energy (zero: lowest compared OMol25 entry of this formula, charge and spin): 4.843 eV. Its HOMO energy is -8.80 eV.

These are the Löwdin partial charges, in e, on atoms 1 to 2:
1. N -0.1419
2. N -0.6617



(4)
Below is 12 unconnected molecules or ions with the total composition C30H64IO44PS11 in a non-equilibrium geometry, with properties calculated with wB97M-V/def2-TZVPD.

ORCA input file:
```
! RIJCOSX wB97M-V def2-TZVPD def2/J DEFGRID3
* xyz 0 1
C 3.652 0.625 5.295
C 4.245 0.094 3.864
C 4.106 -1.540 3.632
C 3.651 0.846 2.536
C 2.340 1.794 2.793
P 0.762 0.869 3.344
C -0.842 0.064 4.069
C -1.200 -1.397 3.418
C -0.492 -2.619 4.314
I -0.715 -1.549 1.260
H 4.491 0.395 6.111
H 3.452 1.778 5.357
H 2.704 -0.034 5.599
H 5.419 0.305 3.888
H 4.983 -1.828 2.875
H 4.250 -2.171 4.613
H 3.089 -1.806 3.087
H 4.532 1.529 2.107
H 3.358 0.034 1.719
H 2.569 2.647 3.564
H 2.113 2.348 1.761
H 0.084 1.329 2.159
H 1.409 -0.426 3.289
H 0.775 1.708 4.551
H -1.711 0.868 3.964
H -0.649 -0.072 5.239
H -2.378 -1.568 3.504
H -0.378 -3.528 3.575
H 0.532 -2.272 4.795
H -1.283 -2.873 5.166
O -3.826 -0.517 -5.192
S -3.600 0.468 -4.158
O -3.493 1.883 -4.430
O -2.299 0.006 -3.291
C -2.671 -0.152 -1.923
C -4.150 -0.530 -1.944
O -4.720 0.250 -2.993
H -2.516 0.806 -1.415
H -2.056 -0.919 -1.446
H -4.647 -0.319 -0.994
H -4.283 -1.587 -2.197
O 9.058 -0.980 2.643
S 7.889 -0.982 1.792
O 6.945 -2.074 1.754
O 8.369 -0.657 0.268
C 7.704 0.515 -0.201
C 7.418 1.348 1.046
O 7.067 0.402 2.054
H 6.774 0.206 -0.690
H 8.332 1.048 -0.919
H 6.609 2.065 0.891
H 8.316 1.879 1.379
O 1.558 4.760 3.266
S 0.389 4.759 2.415
O -0.555 3.666 2.377
O 0.869 5.083 0.891
C 0.204 6.255 0.422
C -0.082 7.088 1.669
O -0.433 6.143 2.677
H -0.726 5.946 -0.067
H 0.832 6.789 -0.296
H -0.891 7.805 1.514
H 0.816 7.619 2.002
O 6.531 3.286 -0.748
S 6.840 4.651 -1.115
O 6.657 5.167 -2.451
O 8.366 4.971 -0.639
C 8.360 6.076 0.264
C 6.997 6.036 0.949
O 6.079 5.644 -0.069
H 8.480 6.994 -0.321
H 9.184 5.990 0.977
H 6.714 7.003 1.372
H 6.974 5.275 1.736
O -6.499 -6.395 -3.864
S -6.961 -5.061 -3.549
O -7.883 -4.781 -2.473
O -7.539 -4.387 -4.917
C -6.816 -3.190 -5.199
C -5.430 -3.398 -4.595
O -5.656 -4.099 -3.374
H -7.336 -2.356 -4.715
H -6.775 -3.014 -6.277
H -4.911 -2.455 -4.408
H -4.811 -4.032 -5.239
O -1.817 -5.666 5.979
S -1.460 -6.575 4.912
O -2.423 -7.106 3.976
O -0.626 -7.816 5.560
C 0.664 -7.891 4.954
C 0.999 -6.462 4.532
O -0.232 -5.911 4.069
H 0.594 -8.552 4.084
H 1.394 -8.295 5.659
H 1.757 -6.427 3.747
H 1.334 -5.867 5.389
O -6.990 -3.019 -8.664
S -7.910 -1.970 -8.284
O -8.643 -1.978 -7.039
O -8.967 -1.755 -9.507
C -8.895 -0.406 -9.965
C -7.468 0.049 -9.675
O -7.137 -0.540 -8.419
H -9.621 0.186 -9.398
H -9.137 -0.351 -11.030
H -7.378 1.136 -9.626
H -6.770 -0.340 -10.424
O -2.004 8.225 3.962
S -0.835 7.795 4.697
O -0.250 6.483 4.546
O -1.103 8.065 6.282
C -0.097 8.939 6.792
C 0.340 9.794 5.605
O 0.337 8.910 4.487
H 0.731 8.326 7.162
H -0.496 9.543 7.611
H 1.332 10.230 5.749
H -0.383 10.592 5.407
O 3.943 -7.161 0.419
S 3.487 -6.155 1.354
O 3.147 -6.452 2.726
O 2.242 -5.354 0.672
C 2.558 -3.965 0.589
C 4.079 -3.899 0.479
O 4.560 -4.927 1.342
H 2.207 -3.481 1.506
H 2.062 -3.512 -0.274
H 4.476 -2.926 0.779
H 4.411 -4.130 -0.539
O 4.545 -1.471 -2.159
S 4.902 -2.380 -3.226
O 3.940 -2.911 -4.163
O 5.737 -3.621 -2.578
C 7.026 -3.696 -3.185
C 7.362 -2.267 -3.606
O 6.131 -1.716 -4.069
H 6.956 -4.357 -4.054
H 7.757 -4.100 -2.479
H 8.120 -2.232 -4.392
H 7.697 -1.672 -2.750
O -13.455 0.522 -2.937
S -13.098 -0.387 -4.004
O -14.060 -0.918 -4.940
O -12.263 -1.629 -3.356
C -10.974 -1.703 -3.963
C -10.638 -0.274 -4.384
O -11.869 0.277 -4.847
H -11.044 -2.364 -4.832
H -10.243 -2.107 -3.257
H -9.880 -0.239 -5.170
H -10.303 0.321 -3.528
*
```

As for the electronic energy: -258796.05784 eV. Its structure (SMILES) is CC(C)CC[PH3]C[C@H](C)I.O=S1(=O)OCCO1.O=S1(=O)OCCO1.O=S1(=O)OCCO1.O=S1(=O)OCCO1.O=S1(=O)OCCO1.O=S1(=O)OCCO1.O=S1(=O)OCCO1.O=S1(=O)OCCO1.O=S1(=O)OCCO1.O=S1(=O)OCCO1.O=S1(=O)OCCO1. The calculation puts the strongest force on any atom at 6.71 eV/Å. As for the HOMO-LUMO gap: 7.5980 eV. Its HOMO energy is -7.72 eV.

These are the Löwdin partial charges, in e, on atoms 1 to 2:
1. C -0.1206
2. C -0.3792



(5)
Below is a single C4H5BrO2 molecule in a non-equilibrium geometry, with properties calculated with wB97M-V/def2-TZVPD.

ORCA input file:
```
! RIJCOSX wB97M-V def2-TZVPD def2/J DEFGRID3
* xyz 0 1
C 0.804 0.470 -0.175
C -0.586 0.067 0.428
C -1.705 -0.024 -0.278
Br -3.263 -0.707 0.622
O -0.621 -0.413 1.698
C -0.101 -1.963 1.745
O 1.032 -1.890 1.326
H 1.288 0.812 0.656
H 0.583 1.093 -0.961
H 1.129 -0.385 -0.662
H -2.070 0.397 -1.145
H -0.711 -2.827 2.428
*
```

As for the electronic energy: -78363.01921 eV. Its structure (SMILES) is C/C(=C/Br)OC=O. The calculation puts the strongest force on any atom at 4.66 eV/Å. As for the HOMO-LUMO gap: 8.8814 eV. As for the relative energy (zero: lowest compared OMol25 entry of this formula, charge and spin): 2.723 eV. Its HOMO energy is -8.91 eV.

These are the Löwdin partial charges, in e, on atoms 1 to 2:
1. C 0.0183
2. C -0.4738



(6)
Below is a molecular structure, C2HFO4S in a non-equilibrium geometry, with properties calculated with wB97M-V/def2-TZVPD.

ORCA input file:
```
! RIJCOSX wB97M-V def2-TZVPD def2/J DEFGRID3
* xyz 0 1
C 0.395 1.036 0.419
C -0.549 0.934 -0.497
O -1.164 -0.231 -0.498
O 1.032 -1.445 -0.810
O 0.537 -0.136 1.215
O -0.564 -2.304 0.939
F -0.841 1.680 -1.513
S 0.031 -1.254 0.167
H 1.124 1.720 0.578
*
```

As for the electronic energy: -23830.29450 eV. The calculation puts the strongest force on any atom at 2.91 eV/Å. As for the HOMO-LUMO gap: 10.7772 eV. Its HOMO energy is -10.27 eV.

These are the Löwdin partial charges, in e, on atoms 1 to 2:
1. C -0.0415
2. C -0.4601